1.
{
  "formula": "C10H16O",
  "method": "the ωB97M-V functional and the def2-TZVPD basis",
  "multiplicity": 2,
  "orbital_gap_ev": [9.227, 5.460],
  "homo_energy_ev": [-13.2, -13.2],
  "charge": 1,
  "species": ["C", "C", "C", "H", "H", "H", "H", "H", "H", "H", "H", "C", "C", "C", "C", "C", "C", "C", "O", "H", "H", "H", "H", "H", "H", "H", "H"],
  "xyz": [[-1.892, 1.382, 2.374], [-2.266, 1.121, 3.840], [-1.787, 0.147, 1.508], [-2.570, 2.139, 1.872], [-0.998, 2.093, 2.423], [-3.323, 1.334, 3.978], [-1.390, -0.726, 1.996], [-1.641, 1.597, 4.591], [-2.240, 0.063, 4.050], [-2.783, -0.101, 0.966], [-1.215, 0.441, 0.616], [0.501, -3.201, -1.296], [-0.232, 0.528, -1.161], [1.062, 1.024, -1.175], [-0.443, -0.867, -1.176], [0.642, -1.737, -1.142], [2.156, 0.125, -0.986], [1.989, -1.220, -1.044], [1.332, 2.352, -1.183], [-1.104, 1.178, -1.332], [-1.332, -1.156, -1.698], [3.155, 0.545, -0.973], [2.302, 2.338, -1.124], [0.827, -3.743, -0.380], [1.225, -3.446, -2.072], [2.764, -1.960, -0.796], [-0.455, -3.484, -1.702]]
}



2.
{
  "formula": "C10H16O",
  "method": "the ωB97M-V functional and the def2-TZVPD basis",
  "multiplicity": 2,
  "orbital_gap_ev": [9.687, 6.146],
  "homo_energy_ev": [-13.8, -13.8],
  "charge": 1,
  "species": ["C", "C", "C", "H", "H", "H", "H", "H", "H", "H", "H", "C", "C", "C", "C", "C", "C", "C", "O", "H", "H", "H", "H", "H", "H", "H", "H"],
  "xyz": [[1.560, -1.642, -1.774], [1.961, -1.410, -3.263], [0.214, -2.332, -1.755], [2.367, -2.294, -1.300], [1.642, -0.653, -1.275], [3.108, -1.495, -3.287], [1.748, -0.386, -3.593], [0.474, -3.272, -2.335], [-0.240, -2.479, -0.828], [1.655, -2.251, -3.912], [-0.482, -1.897, -2.519], [1.288, 1.556, 3.128], [-0.262, 1.064, -0.378], [-1.515, 0.462, -0.023], [0.637, 1.445, 0.716], [0.328, 1.119, 2.019], [-1.798, 0.178, 1.320], [-0.873, 0.429, 2.331], [-2.311, 0.241, -1.045], [-0.172, 1.465, -1.402], [1.687, 1.697, 0.471], [-2.805, -0.082, 1.510], [-3.222, -0.209, -0.796], [1.126, 0.762, 4.029], [1.007, 2.482, 3.516], [-1.095, -0.100, 3.314], [2.460, 1.574, 2.844]]
}



3.
{
  "formula": "C10H16O2S2",
  "method": "the ωB97M-V functional and the def2-TZVPD basis",
  "orbital_gap_ev": 9.243,
  "homo_energy_ev": -8.7,
  "species": ["C", "C", "C", "C", "C", "C", "C", "C", "C", "C", "O", "O", "S", "S", "H", "H", "H", "H", "H", "H", "H", "H", "H", "H", "H", "H", "H", "H", "H", "H"],
  "xyz": [[1.484, -0.063, 0.786], [0.887, 1.079, 1.077], [-0.646, -1.258, -0.128], [-1.327, -0.200, 0.783], [-1.669, 3.148, -1.168], [-1.190, 3.892, -0.038], [0.844, -1.210, -0.019], [-0.452, 1.341, 0.595], [1.335, -2.460, 0.779], [1.436, -1.254, -1.394], [0.710, 2.228, -1.757], [-2.806, 2.017, 1.079], [-0.566, 1.634, -1.392], [-1.491, 2.659, 1.318], [2.473, -0.226, 1.118], [1.414, 1.926, 1.604], [-0.871, -2.287, 0.053], [-0.974, -1.183, -1.184], [-2.368, -0.236, 0.721], [-1.083, -0.568, 1.814], [-2.667, 2.723, -1.266], [-1.515, 3.550, -2.164], [-0.128, 4.089, -0.211], [-1.549, 4.903, 0.114], [2.373, -2.131, 1.054], [1.263, -3.328, 0.195], [0.834, -2.629, 1.625], [1.347, -0.304, -1.900], [0.874, -2.088, -1.923], [2.502, -1.538, -1.283]]
}



4.
{
  "formula": "C10H16OS2",
  "method": "the ωB97M-V functional and the def2-TZVPD basis",
  "orbital_gap_ev": 7.840,
  "smiles": "CC[C@]1(SC)C(=O)[C@H](C)[C@@H](C)C1=S",
  "homo_energy_ev": -8.1,
  "species": ["C", "C", "C", "S", "C", "C", "O", "C", "C", "C", "C", "C", "S", "H", "H", "H", "H", "H", "H", "H", "H", "H", "H", "H", "H", "H", "H", "H", "H"],
  "xyz": [[2.819, 1.309, 1.080], [2.265, 0.081, 0.366], [0.769, 0.212, 0.156], [0.278, 1.719, -0.755], [1.400, 1.708, -2.219], [-0.164, 0.114, 1.326], [0.128, 0.303, 2.472], [-1.594, -0.186, 0.815], [-2.401, -0.662, 1.992], [-1.379, -1.293, -0.205], [-2.411, -1.249, -1.366], [-0.010, -1.250, -0.702], [0.752, -1.957, -1.866], [3.445, 1.835, 0.464], [3.490, 1.016, 1.882], [2.114, 2.044, 1.487], [2.384, -0.953, 0.843], [2.661, -0.152, -0.543], [2.435, 1.982, -1.749], [0.924, 2.389, -2.773], [1.304, 0.601, -2.635], [-1.766, 0.676, 0.257], [-3.474, -0.224, 1.853], [-2.032, -0.197, 2.850], [-2.257, -1.804, 2.100], [-1.478, -2.259, 0.173], [-2.259, -1.902, -2.270], [-2.474, -0.370, -1.840], [-3.470, -1.534, -1.194]]
}



5.
{
  "formula": "C10H16S",
  "method": "the ωB97M-V functional and the def2-TZVPD basis",
  "multiplicity": 2,
  "orbital_gap_ev": [7.357, 3.051],
  "homo_energy_ev": [-11.3, -11.3],
  "charge": 1,
  "species": ["C", "C", "C", "S", "H", "H", "H", "H", "H", "H", "H", "H", "C", "C", "C", "C", "C", "C", "C", "H", "H", "H", "H", "H", "H", "H", "H"],
  "xyz": [[0.326, -2.387, 0.671], [-0.749, -3.339, 0.250], [2.698, -1.686, -1.209], [1.911, -2.922, 0.075], [-0.047, -1.291, 0.211], [0.374, -2.305, 1.821], [-0.670, -3.732, -0.752], [-1.899, -2.949, 0.130], [3.131, -2.486, -1.689], [1.999, -1.073, -1.768], [3.379, -1.284, -0.632], [-1.126, -4.100, 0.955], [-2.219, 0.623, -1.146], [-0.269, 2.062, -0.897], [-1.502, 1.634, -0.425], [0.479, 3.007, -0.248], [-0.047, 3.514, 0.939], [-1.889, 2.002, 0.844], [-1.285, 3.065, 1.491], [0.222, 1.624, -1.717], [1.519, 3.327, -0.593], [-2.272, 0.834, -2.280], [-3.182, 0.420, -0.661], [0.420, 4.333, 1.493], [-2.504, 1.319, 1.320], [-1.546, 3.388, 2.480], [-1.642, -0.237, -1.128]]
}



6.
{
  "formula": "C10H16S",
  "method": "the ωB97M-V functional and the def2-TZVPD basis",
  "multiplicity": 2,
  "orbital_gap_ev": [8.595, 3.719],
  "homo_energy_ev": [-12.0, -11.8],
  "charge": 1,
  "species": ["C", "C", "C", "C", "C", "C", "C", "H", "H", "H", "H", "H", "H", "H", "H", "C", "C", "C", "S", "H", "H", "H", "H", "H", "H", "H", "H"],
  "xyz": [[-1.178, -1.647, -1.322], [-2.448, -0.104, 0.172], [-1.480, -0.338, -0.845], [-2.889, 1.116, 0.509], [-2.301, 2.287, -0.084], [-1.068, 0.853, -1.540], [-1.458, 2.156, -1.159], [-2.823, -1.045, 0.638], [-3.544, 1.330, 1.219], [-2.143, -2.204, -1.549], [-0.815, -2.156, -0.451], [-2.725, 3.187, 0.326], [-0.299, 0.678, -2.414], [-0.721, 2.992, -1.355], [-0.612, -1.950, -2.255], [2.211, 0.270, -0.083], [2.968, 1.123, 0.898], [1.341, -1.766, 2.075], [2.150, -1.503, 0.314], [1.301, 0.746, -0.227], [2.803, 0.242, -1.042], [4.046, 0.950, 0.781], [2.834, 1.067, 1.953], [0.722, -2.632, 1.713], [2.137, -2.039, 2.670], [0.636, -0.961, 2.485], [2.614, 2.144, 0.765]]
}



7.
{
  "formula": "C10H16S2",
  "method": "the ωB97M-V functional and the def2-TZVPD basis",
  "orbital_gap_ev": 8.428,
  "smiles": "CS\\C(C)=C(C)/C=C\\C=C(\\C)S",
  "homo_energy_ev": -7.7,
  "species": ["C", "S", "C", "C", "C", "C", "C", "C", "C", "C", "C", "S", "H", "H", "H", "H", "H", "H", "H", "H", "H", "H", "H", "H", "H", "H", "H", "H"],
  "xyz": [[0.417, -2.846, 0.264], [-1.022, -1.786, -0.073], [-0.388, -0.521, -1.146], [-1.346, -0.179, -2.245], [0.822, 0.050, -1.039], [1.301, 0.953, -2.148], [1.749, -0.116, 0.076], [1.436, -0.072, 1.379], [0.113, 0.170, 1.935], [-0.713, 1.185, 1.677], [-2.072, 1.315, 2.283], [-0.313, 2.555, 0.635], [0.901, -2.560, 1.194], [1.111, -2.763, -0.564], [0.031, -3.858, 0.337], [-2.291, -0.689, -2.076], [-0.956, -0.489, -3.216], [-1.528, 0.896, -2.280], [1.350, 0.418, -3.097], [2.290, 1.347, -1.924], [0.617, 1.791, -2.278], [2.789, -0.249, -0.199], [2.213, -0.270, 2.112], [-0.218, -0.556, 2.670], [-2.794, 1.550, 1.503], [-2.087, 2.125, 3.012], [-2.366, 0.389, 2.770], [0.957, 2.213, 0.438]]
}



8.
{
  "formula": "C10H17AlNO4",
  "method": "the ωB97M-V functional and the def2-TZVPD basis",
  "orbital_gap_ev": 8.118,
  "homo_energy_ev": -5.7,
  "charge": -1,
  "species": ["O", "O", "C", "Al", "C", "C", "C", "N", "C", "C", "H", "H", "H", "H", "H", "H", "H", "H", "H", "O", "C", "O", "C", "C", "C", "H", "H", "H", "H", "H", "H", "H", "H"],
  "xyz": [[0.787, 0.621, 0.173], [-0.404, 1.487, 0.256], [-1.569, 0.707, 0.185], [-3.202, 1.934, 0.366], [-4.816, 0.739, 0.126], [-5.854, 1.039, -0.775], [-6.933, 0.172, -0.929], [-7.116, -0.935, -0.209], [-6.150, -1.234, 0.663], [-5.024, -0.439, 0.861], [0.411, -0.174, -0.234], [-1.589, -0.027, 1.010], [-1.591, 0.164, -0.777], [-3.179, 2.586, 1.850], [-3.220, 3.062, -0.799], [-5.821, 1.952, -1.365], [-7.743, 0.427, -1.613], [-6.280, -2.156, 1.227], [-4.283, -0.777, 1.584], [7.828, -1.182, 0.759], [6.730, -1.120, 0.273], [6.413, -0.037, -0.458], [5.149, 0.105, -1.130], [4.032, 0.527, -0.206], [5.674, -2.160, 0.573], [4.910, -0.813, -1.668], [5.340, 0.873, -1.878], [3.831, -0.222, 0.560], [3.108, 0.685, -0.761], [4.284, 1.461, 0.296], [5.212, -1.903, 1.526], [6.175, -3.118, 0.687], [4.891, -2.244, -0.173]]
}